1.
{
  "formula": "C14H43N4O5",
  "method": "the ωB97M-V functional and the def2-TZVPD basis",
  "symbols": ["N", "H", "H", "H", "H", "C", "C", "O", "O", "H", "H", "H", "H", "H", "H", "C", "C", "C", "O", "C", "N", "H", "H", "H", "H", "H", "H", "H", "H", "H", "H", "H", "C", "C", "C", "O", "C", "N", "H", "H", "H", "H", "H", "H", "H", "H", "H", "H", "H", "C", "C", "C", "O", "C", "N", "H", "H", "H", "H", "H", "H", "H", "H", "H", "H", "H"],
  "positions_angstrom": [[0.3310, -0.5464, -0.7804], [-0.1512, -1.4518, -0.9360], [-0.1824, 0.1811, -1.2711], [1.2936, -0.6578, -1.1821], [0.4930, -0.2113, 0.2027], [-0.6346, 2.6249, -1.8606], [-1.9274, 2.2436, -1.1316], [-1.7494, 1.3416, -0.0623], [-0.1778, 1.5788, -2.6810], [0.1565, 2.8502, -1.1373], [-0.8282, 3.5395, -2.4228], [-2.6876, 1.7794, -1.7667], [-2.3042, 3.1926, -0.7323], [-2.5504, 1.0124, 0.3484], [-0.1814, 1.8999, -3.5860], [-2.4718, -2.6516, 1.0568], [-2.7522, -2.7832, -0.4327], [-3.6603, -1.7269, -1.0837], [-3.9731, -2.1739, -2.3747], [-4.8218, -1.2755, -3.0749], [-1.4730, -2.7935, -1.1798], [-3.3638, -2.2420, 1.5419], [-1.6779, -1.9251, 1.2292], [-2.3046, -3.6177, 1.5278], [-3.3047, -3.7279, -0.4565], [-3.2298, -0.7198, -1.1062], [-4.5842, -1.7082, -0.4931], [-5.4748, -0.7464, -2.3797], [-5.4138, -1.8607, -3.7767], [-4.1825, -0.6029, -3.6527], [-1.8274, -2.7303, -2.1356], [-1.0493, -3.7170, -1.1633], [0.5137, 2.1874, 2.3880], [0.7153, 0.7438, 2.8608], [-0.5657, 0.1303, 3.4396], [-1.1481, 1.0868, 4.2904], [-2.2850, 0.6015, 5.0181], [1.2912, -0.1286, 1.8381], [0.4804, 2.8525, 3.2494], [-0.4705, 2.2887, 1.9340], [1.3395, 2.4656, 1.7325], [1.3974, 0.7354, 3.7205], [-0.3731, -0.8013, 3.9813], [-1.2337, -0.0544, 2.5884], [-1.9254, -0.0352, 5.8276], [-3.0700, 0.1834, 4.3873], [-2.7647, 1.4316, 5.5382], [2.2162, 0.2462, 1.6393], [1.4185, -1.0103, 2.3273], [4.0003, 0.2652, -3.2234], [3.9615, -0.0962, -1.7372], [3.6303, 1.0892, -0.7947], [3.9848, 0.7809, 0.5308], [5.3502, 0.8396, 0.8935], [2.9597, -1.1837, -1.5581], [4.4689, -0.5105, -3.8266], [4.5907, 1.1697, -3.3852], [3.0027, 0.5250, -3.5794], [4.9029, -0.5093, -1.3686], [2.5791, 1.3666, -0.8786], [4.2213, 1.9491, -1.1269], [5.7237, 1.8523, 0.7292], [5.9483, 0.0776, 0.3904], [5.4386, 0.6248, 1.9575], [3.1363, -1.6011, -0.6454], [3.2308, -1.9364, -2.1851]],
  "forces_ev_per_angstrom": [[0.69, 0.50, -0.38], [-0.50, 0.10, 0.66], [0.07, -0.17, -0.24], [-0.28, 0.06, -0.25], [-0.32, -0.83, 0.14], [-0.61, -0.21, 0.96], [-0.88, 0.71, 0.26], [1.61, -0.54, 0.47], [0.25, -0.21, -0.70], [-0.19, 0.07, 0.17], [-0.05, -0.07, -0.06], [0.21, 0.52, -0.64], [-0.25, -0.02, -0.09], [-0.36, 0.36, -0.31], [0.06, -0.30, -0.11], [-0.80, 1.16, 0.03], [0.29, -0.14, 0.54], [-0.25, -0.73, 0.92], [0.07, -0.19, -0.09], [0.47, -0.34, -0.24], [-0.81, -0.46, -0.84], [-0.02, -0.06, 0.11], [0.24, -0.25, 0.19], [0.43, 0.07, -0.08], [0.03, -0.06, -0.86], [0.27, 0.03, 0.05], [-0.01, 0.27, 0.11], [-0.05, 0.13, -0.13], [-0.06, 0.03, 0.08], [-0.27, 0.36, 0.08], [0.53, 0.07, -0.28], [0.01, -0.04, 0.29], [-0.25, -0.57, 0.48], [0.00, 0.32, 1.47], [-0.20, 0.69, -0.65], [-0.65, 0.00, 0.29], [0.56, 0.75, 0.37], [-0.33, 0.15, 0.20], [0.25, -0.02, -0.01], [0.19, 0.02, -0.52], [-0.16, 0.18, -0.13], [0.15, 0.39, -0.02], [0.09, -0.14, -0.09], [-0.21, -0.31, 0.00], [-0.26, -0.61, -0.25], [0.27, -0.48, -0.15], [0.29, 0.32, -0.24], [0.19, -0.24, -0.13], [0.27, -0.25, -0.43], [0.35, 0.74, 0.53], [-0.50, -0.12, 0.14], [1.31, -0.36, -1.07], [-1.13, -0.40, 0.77], [0.03, 0.15, 0.00], [0.53, -0.15, 0.29], [-0.28, -0.15, -0.01], [0.15, -0.05, 0.11], [-0.09, -0.35, -0.06], [0.37, 0.35, -0.44], [-0.10, -0.11, 0.38], [-0.03, 0.12, -0.07], [0.27, -0.08, -0.20], [0.10, 0.21, -0.26], [-0.31, 0.05, 0.01], [-0.12, 0.12, 0.15], [-0.25, 0.04, -0.24]],
  "charge": 1
}


2.
{
  "formula": "C28H42FN2O21S2",
  "method": "the ωB97M-V functional and the def2-TZVPD basis",
  "symbols": ["C", "S", "O", "O", "C", "C", "C", "C", "C", "F", "N", "C", "S", "N", "C", "C", "C", "O", "H", "H", "H", "H", "H", "H", "H", "H", "H", "H", "H", "H", "H", "H", "H", "H", "H", "H", "C", "C", "O", "C", "O", "O", "H", "H", "H", "H", "C", "C", "O", "C", "O", "O", "H", "H", "H", "H", "C", "C", "O", "C", "O", "O", "H", "H", "H", "H", "C", "C", "O", "C", "O", "O", "H", "H", "H", "H", "C", "C", "O", "C", "O", "O", "H", "H", "H", "H", "C", "C", "O", "C", "O", "O", "H", "H", "H", "H"],
  "positions_angstrom": [[5.5570, 3.4539, 0.9594], [3.8675, 3.4746, 0.4157], [3.2755, 4.6469, 1.0055], [3.7560, 3.3746, -1.0166], [2.9744, 2.1078, 1.1872], [1.8201, 1.5307, 0.3607], [1.4095, 0.2725, 1.1353], [0.0627, 0.4924, 1.8395], [-1.0939, 0.8688, 0.9270], [-0.9864, 0.3168, -0.3408], [1.5122, -0.9058, 0.2937], [1.0571, -1.9740, 0.7093], [0.4712, -3.3147, 1.1727], [2.4502, 0.1337, 2.2559], [3.6722, 0.9442, 1.9029], [4.6981, 0.0386, 1.1710], [4.6822, 0.0123, -0.3503], [5.4769, 1.0858, -0.8269], [5.5584, 4.0054, 1.8948], [5.9180, 2.4454, 1.0842], [6.1165, 4.0068, 0.2132], [2.4639, 2.6561, 1.9828], [1.0289, 2.2733, 0.3405], [2.1055, 1.3535, -0.6694], [0.1861, 1.3432, 2.5127], [-0.1545, -0.3830, 2.4569], [-1.0829, 1.9506, 0.8249], [-2.0300, 0.5456, 1.3705], [2.0928, 0.5464, 3.1209], [2.6651, -0.8301, 2.5174], [4.1820, 1.3325, 2.7811], [4.5085, -0.9827, 1.5047], [5.7028, 0.2960, 1.4898], [3.6816, 0.0171, -0.7718], [5.1422, -0.9233, -0.6734], [5.0176, 1.5231, -1.5490], [-3.6060, -4.6455, 1.6895], [-4.8561, -3.8024, 1.8401], [-4.3514, -2.6319, 2.5103], [-3.0435, -2.5302, 2.2487], [-2.3605, -1.5858, 2.5169], [-2.5766, -3.6383, 1.6374], [-3.5946, -5.2476, 0.7860], [-3.4231, -5.2870, 2.5521], [-5.2798, -3.5005, 0.8825], [-5.6297, -4.2759, 2.4359], [3.5466, 5.9874, 5.1213], [3.0696, 5.0832, 4.0067], [3.8263, 3.8844, 4.2311], [4.1942, 3.8574, 5.5418], [4.6795, 2.9136, 6.0713], [3.9169, 5.0354, 6.1353], [2.7820, 6.6632, 5.4918], [4.4314, 6.5625, 4.8458], [2.0081, 4.8428, 4.0983], [3.2588, 5.4670, 3.0133], [-8.4593, -0.7510, 4.9173], [-7.1024, -1.4018, 4.7276], [-7.3443, -2.2843, 3.6263], [-8.4028, -1.8069, 2.9218], [-8.7371, -2.2196, 1.8624], [-9.0063, -0.8042, 3.5951], [-8.4023, 0.2784, 5.2591], [-9.1058, -1.3183, 5.5882], [-6.3304, -0.6861, 4.4401], [-6.7664, -1.9637, 5.5948], [-1.0634, -1.5538, -2.7030], [0.3591, -2.0491, -2.7846], [0.2590, -3.1322, -3.7123], [-0.8401, -2.9251, -4.4830], [-1.1111, -3.5534, -5.4508], [-1.5798, -1.9039, -3.9918], [-1.1310, -0.4839, -2.5378], [-1.6451, -2.0708, -1.9372], [1.0415, -1.2987, -3.1897], [0.7408, -2.4031, -1.8334], [-0.1828, 5.0306, -3.0586], [-0.9755, 3.7603, -3.2987], [-0.9753, 3.1574, -1.9926], [-0.7859, 4.1337, -1.0820], [-0.9020, 3.9880, 0.0982], [-0.4469, 5.2884, -1.6713], [-0.5091, 5.8688, -3.6663], [0.8910, 4.8879, -3.1867], [-2.0073, 3.9565, -3.5905], [-0.5184, 3.0927, -4.0232], [-0.9329, -5.3795, -7.9712], [0.4901, -5.8914, -8.0560], [0.3711, -6.9746, -8.9822], [-0.7267, -6.7603, -9.7518], [-1.0050, -7.3872, -10.7175], [-1.4547, -5.7301, -9.2590], [-0.9987, -4.3099, -7.8099], [-1.5148, -5.8905, -7.2035], [1.1762, -5.1495, -8.4691], [0.8777, -6.2471, -7.1054]],
  "forces_ev_per_angstrom": [[-0.40, 0.04, 0.37], [-0.09, 0.99, -0.43], [-0.11, 0.00, 0.10], [0.16, -0.65, -0.07], [-0.37, -0.08, 0.58], [0.73, 0.47, -0.02], [-0.77, 0.52, -0.66], [0.29, -0.74, 0.07], [-0.03, 0.48, 0.30], [0.16, -0.27, -0.02], [-0.28, -0.55, 0.98], [0.19, 0.63, -0.48], [0.03, -0.27, -0.01], [0.51, 0.62, 1.04], [1.13, -0.10, -1.09], [-0.82, -0.05, -0.26], [0.55, -0.15, -0.13], [-0.22, -0.04, 0.03], [0.03, -0.05, 0.13], [0.23, -0.08, -0.20], [0.09, -0.10, -0.20], [0.27, 0.16, 0.20], [-0.25, -0.09, -0.04], [0.00, -0.36, -0.04], [0.05, 0.07, 0.13], [-0.19, -0.10, -0.08], [-0.25, 0.01, -0.30], [-0.05, -0.08, 0.01], [-0.36, 0.03, -0.11], [0.03, -0.12, -0.42], [-0.45, -0.21, 0.49], [0.18, -0.10, 0.19], [0.11, 0.01, 0.07], [-0.13, 0.08, 0.04], [0.01, -0.11, 0.02], [0.03, 0.18, -0.08], [-0.12, -0.04, 0.00], [-0.19, -0.20, -0.06], [0.05, -0.01, -0.02], [0.00, -0.01, 0.00], [0.07, 0.08, 0.02], [-0.09, -0.16, 0.01], [0.12, 0.11, -0.07], [0.01, 0.05, 0.03], [0.02, 0.05, 0.00], [0.00, 0.17, 0.13], [0.09, -0.06, -0.01], [-0.30, 0.32, -0.06], [0.01, -0.04, -0.17], [-0.07, 0.21, 0.17], [0.04, -0.18, -0.01], [0.04, -0.07, -0.12], [-0.01, -0.11, 0.16], [0.02, -0.03, 0.00], [0.00, 0.01, 0.04], [0.10, -0.07, -0.03], [0.03, 0.02, 0.11], [0.05, 0.06, 0.09], [0.06, 0.01, 0.09], [0.00, 0.01, 0.01], [0.00, -0.05, -0.13], [0.03, -0.01, 0.05], [-0.05, 0.05, -0.13], [0.01, -0.03, -0.02], [-0.02, 0.01, -0.02], [-0.03, -0.12, -0.07], [-0.14, 0.16, 0.10], [0.19, 0.01, 0.06], [-0.08, 0.07, -0.01], [0.00, 0.07, 0.11], [0.02, -0.09, -0.10], [0.10, -0.06, 0.03], [-0.13, 0.02, -0.16], [0.01, -0.02, 0.00], [-0.02, 0.00, -0.02], [0.05, -0.18, -0.08], [0.04, -0.01, -0.16], [-0.01, 0.05, -0.14], [0.03, -0.03, -0.03], [-0.01, 0.17, -0.02], [0.13, -0.11, 0.07], [0.01, 0.02, -0.04], [-0.07, 0.07, 0.13], [0.00, -0.03, 0.03], [-0.01, 0.02, 0.04], [0.04, -0.10, 0.12], [0.00, 0.05, 0.05], [0.04, 0.07, 0.09], [0.00, 0.04, 0.04], [0.00, 0.05, 0.07], [-0.03, -0.07, -0.10], [0.06, -0.02, 0.04], [-0.08, 0.02, -0.13], [0.01, -0.01, 0.00], [-0.02, 0.01, -0.02], [-0.01, -0.14, -0.05]],
  "charge": 1
}


3.
{
  "formula": "C18H35AlClNO2P2Si",
  "method": "the ωB97M-V functional and the def2-TZVPD basis",
  "symbols": ["C", "C", "H", "H", "H", "O", "Cl", "Al", "P", "C", "C", "H", "H", "H", "H", "H", "H", "C", "H", "H", "H", "P", "C", "C", "H", "H", "H", "C", "H", "H", "H", "H", "H", "H", "C", "O", "C", "Si", "C", "C", "N", "C", "C", "C", "C", "C", "C", "H", "H", "H", "H", "H", "H", "H", "H", "H", "H", "H", "H", "H", "H"],
  "positions_angstrom": [[0.2171, 0.1615, -4.2084], [0.9916, 0.2228, -3.0578], [0.8115, -0.1330, -5.0972], [-0.2373, 1.1629, -4.3721], [-0.5846, -0.5777, -3.9986], [1.6611, 0.2727, -2.1079], [-1.4230, -0.0682, -1.4648], [-0.7078, -0.0906, 0.7524], [-0.2342, 2.3262, 0.3546], [1.3381, 3.1156, 0.7997], [-0.4569, 2.9508, -1.3478], [-0.6423, 4.0287, -1.2801], [-1.4800, 4.2842, 0.9009], [-1.3129, 2.4586, -1.8231], [-2.5095, 2.8266, 1.0407], [2.1123, 2.7938, 0.0895], [0.4388, 2.7672, -1.9531], [-1.5164, 3.2463, 1.2565], [1.2067, 4.2060, 0.7347], [-1.3456, 3.2151, 2.3402], [1.6500, 2.8356, 1.8149], [-0.0480, -2.4163, 0.2310], [1.5020, -3.1600, 0.8157], [-1.3704, -3.4640, 0.9174], [-0.9678, -2.5484, -2.0047], [0.0035, -3.9839, -1.5784], [0.8032, -2.4580, -2.0500], [-0.0495, -2.8941, -1.5223], [-2.3558, -3.0383, 0.6737], [-1.2805, -4.4553, 0.4506], [1.4487, -4.2477, 0.6524], [1.6645, -2.9495, 1.8819], [-1.2809, -3.5531, 2.0091], [2.3408, -2.7417, 0.2411], [1.3962, -0.0089, 0.6599], [2.5545, 0.0338, 0.6710], [-3.9578, -0.1452, 1.5678], [-2.8666, -0.2415, 3.0877], [-3.1562, 1.2135, 4.2279], [-3.1543, -1.8425, 4.0097], [-1.1589, -0.1884, 2.5686], [-0.1473, -0.2171, 3.5723], [0.4705, 0.9855, 3.9812], [1.5467, 0.9525, 4.8690], [2.0201, -0.2587, 5.3749], [1.4236, -1.4507, 4.9625], [0.3504, -1.4438, 4.0684], [-5.0061, -0.1643, 1.9131], [-3.8143, -0.9942, 0.8849], [-3.8110, 0.7767, 0.9886], [-4.1101, 1.1185, 4.7683], [-2.3652, 1.2965, 4.9846], [-3.1877, 2.1645, 3.6821], [-3.1590, -2.7114, 3.3401], [-2.3856, -2.0187, 4.7728], [-4.1238, -1.8332, 4.5293], [0.0691, 1.9294, 3.5836], [2.0105, 1.8917, 5.1668], [2.8313, -0.2704, 6.0966], [1.7870, -2.4044, 5.3357], [-0.1348, -2.3720, 3.7326]],
  "forces_ev_per_angstrom": [[-0.94, -0.07, -1.36], [3.49, 0.25, 5.39], [-0.05, 0.11, 0.44], [0.14, -0.39, 0.10], [0.26, 0.30, -0.16], [-2.84, -0.19, -4.85], [-0.39, 0.00, 0.67], [-0.11, -0.03, 0.74], [-0.66, 0.75, 0.06], [0.16, -0.04, 0.22], [-0.26, -0.07, -0.14], [0.17, -0.16, -0.18], [-0.13, -0.15, 0.25], [0.18, 0.31, 0.18], [0.29, 0.12, 0.06], [-0.12, 0.18, 0.21], [-0.09, 0.16, 0.15], [-0.07, 0.24, 0.01], [0.15, -0.32, 0.03], [-0.05, -0.04, -0.31], [-0.06, 0.14, -0.24], [-0.59, -0.91, 0.24], [0.16, 0.02, 0.16], [-0.06, -0.20, -0.07], [0.15, -0.23, 0.15], [0.13, 0.08, -0.11], [0.04, -0.15, 0.08], [-0.20, 0.00, -0.23], [0.30, -0.15, 0.08], [-0.14, 0.17, 0.26], [0.11, 0.35, 0.07], [-0.05, -0.09, -0.27], [-0.01, 0.08, -0.36], [-0.15, -0.22, 0.18], [5.41, 0.24, 0.80], [-4.39, -0.20, -0.14], [0.15, -0.01, -0.12], [0.45, 0.00, 0.63], [-0.18, 0.08, 0.06], [-0.18, -0.13, 0.07], [-0.76, 0.06, -1.88], [1.08, -0.01, -0.20], [-0.18, -0.51, -0.16], [-0.11, 0.14, -0.02], [-0.26, 0.03, -0.21], [-0.20, -0.04, -0.07], [-0.19, 0.52, -0.22], [0.35, 0.02, -0.22], [-0.13, 0.09, 0.10], [-0.13, -0.09, 0.09], [0.23, 0.01, -0.16], [-0.12, -0.09, -0.13], [-0.01, -0.12, 0.06], [-0.01, 0.12, 0.07], [-0.13, 0.11, -0.12], [0.21, 0.02, -0.14], [0.26, -0.41, 0.31], [-0.07, -0.22, 0.03], [-0.08, -0.01, -0.18], [-0.02, 0.17, 0.02], [0.30, 0.41, 0.26]],
  "charge": 2
}


no.,strongest force on any atom (Eh/bohr),energy (hartree),highest occupied orbital energy (hartree)
1,0.034,-1154.16982,-0.446
2,0.031,-3677.72260,-0.431
3,0.125,-2586.51620,-0.499